14 unconnected molecules or ions with the total composition C7H43NO13 in a non-equilibrium geometry. Source: the Open Molecules 2025 dataset; level of theory: ωB97M-V/def2-TZVPD.

XYZ file:
```
64
Properties=species:S:1:pos:R:3
C -0.364 -2.252 1.734
N -0.502 -1.279 0.647
C -1.821 -1.278 -0.030
C -1.615 -0.206 -1.144
C -0.489 -0.497 -2.152
C -2.931 -0.125 -1.930
C -2.953 -0.974 0.957
C 0.628 -1.656 2.753
H 0.023 -3.195 1.351
H -1.323 -2.440 2.229
H -0.415 -0.332 1.007
H -2.007 -2.257 -0.485
H -1.378 0.765 -0.693
H -0.468 0.439 -2.727
H 0.542 -0.628 -1.873
H -0.917 -1.265 -2.798
H -3.034 -1.110 -2.405
H -3.817 0.221 -1.414
H -2.813 0.499 -2.827
H -3.323 -1.957 1.288
H -2.564 -0.505 1.862
H -3.881 -0.513 0.649
H 1.462 -1.373 2.099
H 0.119 -0.852 3.266
H 1.133 -2.345 3.428
H 4.781 2.451 1.403
H 4.860 0.940 1.718
O 5.231 1.634 1.166
H -2.041 0.805 3.614
H -2.741 1.645 4.796
O -2.705 0.825 4.304
H -5.167 -1.959 -1.295
H -5.544 -2.075 0.223
O -5.481 -1.482 -0.520
H -0.364 2.155 2.586
H 1.005 1.517 2.665
O 0.106 1.411 2.993
H 4.872 0.148 -0.563
H 5.244 0.864 -1.930
O 4.635 0.272 -1.486
H 1.894 2.134 0.878
H 2.134 3.639 1.274
O 2.490 2.749 1.335
H 1.162 0.242 -0.668
H 2.606 0.593 -0.705
O 1.754 0.983 -0.462
H 0.925 4.014 -2.035
H 1.235 3.000 -0.962
O 0.880 3.890 -1.084
H 3.470 2.370 -3.830
H 3.163 1.342 -2.832
O 2.806 2.183 -3.156
H 3.101 -2.443 -0.088
H 3.080 -1.610 -1.229
O 2.520 -1.755 -0.446
H 0.194 -3.876 -2.285
H 0.598 -2.768 -1.400
O 0.895 -3.219 -2.205
H -3.985 -4.245 -0.961
H -3.382 -3.106 -1.767
O -4.145 -3.694 -1.733
H -0.660 3.781 0.252
H -1.853 2.917 0.551
O -0.899 2.948 0.681
```

Its energy relative to the best compared isomer or geometry (same formula, charge and spin) is 3.087 eV. Its LUMO energy is 0.086 eV. As for the charge: 0. The value obtained for the max |F| is 2.19 eV Å⁻¹. As for the frontier orbital gap: 0.328 hartree. The HOMO energy is -0.3245 Ha.

---

A molecular structure, C11H16GaIN5Te4. Source: the Open Molecules 2025 dataset; level of theory: ωB97M-V/def2-TZVPD.

XYZ file:
```
38
Properties=species:S:1:pos:R:3
Ga 0.428 0.344 0.158
Te 2.470 -0.082 -1.264
Te 3.922 2.125 -0.676
Te 2.532 3.656 1.042
Te 0.146 2.456 1.524
C -2.557 0.018 1.316
N -1.983 0.018 -0.057
C -2.548 -1.174 -0.742
N -3.986 -1.174 -0.762
C -4.473 -1.152 0.612
N -3.991 0.032 1.310
C -4.456 1.220 0.600
N -3.975 1.222 -0.776
C -2.541 1.208 -0.771
C -4.460 0.025 -1.449
H -2.192 0.899 1.858
H -2.211 -0.886 1.834
H -2.212 -2.072 -0.210
H -2.174 -1.196 -1.773
H -4.112 -2.044 1.132
H -5.562 -1.152 0.607
H -4.085 2.110 1.115
H -5.546 1.235 0.602
H -2.178 2.115 -0.272
H -2.172 1.181 -1.804
H -4.098 0.016 -2.480
H -5.549 0.024 -1.461
I 0.614 -1.532 2.908
C 0.298 -2.658 1.150
C 0.176 -4.036 1.186
C 0.064 -4.703 -0.024
C 0.102 -3.975 -1.207
C 0.190 -2.601 -1.134
N 0.277 -1.952 0.029
H 0.166 -4.562 2.127
H -0.037 -5.776 -0.044
H 0.045 -4.463 -2.167
H 0.207 -1.980 -2.025
```

Its energy relative to the best compared isomer or geometry (same formula, charge and spin) is 1.356 eV. Its LUMO energy is -4.012 eV. As for the charge: +1. The value obtained for the max |F| is 0.92 eV Å⁻¹. As for the frontier orbital gap: 0.209 hartree. The HOMO energy is -0.3568 Ha.

---

2 unconnected molecules or ions with the total composition C3H9N3O in a non-equilibrium geometry. Source: the Open Molecules 2025 dataset; level of theory: ωB97M-V/def2-TZVPD.

XYZ file:
```
16
Properties=species:S:1:pos:R:3
H -2.383 -1.656 0.147
N -2.679 -0.636 0.065
N -2.050 0.297 0.556
O -2.838 1.437 0.602
H -3.710 1.145 0.251
C 1.950 -1.122 -0.031
C 0.973 -0.110 -0.478
C 0.862 1.199 0.343
N 0.208 -0.157 -1.491
H 1.969 -1.145 1.032
H 1.840 -2.203 -0.227
H 2.866 -0.573 -0.228
H 1.971 1.592 0.716
H 0.184 1.211 1.110
H 0.521 1.890 -0.406
H 0.315 -1.169 -1.961
```

Its energy relative to the best compared isomer or geometry (same formula, charge and spin) is 4.676 eV. Its LUMO energy is 0.897 eV. As for the charge: 0. The value obtained for the max |F| is 5.40 eV Å⁻¹. As for the frontier orbital gap: 0.393 hartree. The HOMO energy is -0.3599 Ha. As for the SMILES: [H]/N=N/O.CC(C)=N.

---

C2H3BrCl2 in the gas phase in a non-equilibrium geometry. Source: the Open Molecules 2025 dataset; level of theory: ωB97M-V/def2-TZVPD.

XYZ file:
```
8
Properties=species:S:1:pos:R:3
C -0.830 0.220 -0.010
C 0.576 -0.198 0.058
Cl 0.954 -1.202 1.457
Cl 1.095 -1.262 -1.436
Br 1.902 1.484 -0.056
H -0.998 0.836 -0.999
H -1.537 -0.685 0.078
H -1.161 0.809 0.908
```

Its energy relative to the best compared isomer or geometry (same formula, charge and spin) is 0.338 eV. Its LUMO energy is -0.437 eV. As for the charge: 0. The value obtained for the max |F| is 2.93 eV Å⁻¹. As for the frontier orbital gap: 0.370 hartree. The HOMO energy is -0.3865 Ha. As for the SMILES: CC(Cl)(Cl)Br.

---

2 unconnected molecules or ions with the total composition C8H7BrO2P in a non-equilibrium geometry. Source: the Open Molecules 2025 dataset; level of theory: ωB97M-V/def2-TZVPD.

XYZ file:
```
19
Properties=species:S:1:pos:R:3
C -0.526 -0.332 -2.818
C 0.714 -0.654 -2.315
C -1.456 0.032 -1.904
C 0.973 -0.833 -1.004
C -1.194 -0.066 -0.527
C 0.046 -0.550 0.017
C 1.551 1.707 2.426
C 0.250 -0.616 1.463
O 1.161 2.107 1.296
O 2.456 1.925 3.166
P -0.150 1.139 2.166
Br -2.553 -0.145 3.853
H -0.886 -0.584 -3.882
H 1.478 -0.650 -2.994
H -2.496 0.354 -2.231
H 1.817 -1.316 -0.649
H -1.921 0.411 0.128
H 1.239 -0.793 1.774
H -0.504 -1.138 2.036
```

Its energy relative to the best compared isomer or geometry (same formula, charge and spin) is 0.678 eV. Its LUMO energy is 3.103 eV. As for the charge: -1. The value obtained for the max |F| is 3.94 eV Å⁻¹. As for the frontier orbital gap: 0.278 hartree. The HOMO energy is -0.1641 Ha.

---

A molecular structure, C4H3CsO2 in a non-equilibrium geometry. Source: the Open Molecules 2025 dataset; level of theory: ωB97M-V/def2-TZVPD.

XYZ file:
```
10
Properties=species:S:1:pos:R:3
H 2.228 1.190 0.117
O 5.144 1.602 -0.011
C 4.324 0.708 -0.186
C 4.122 -0.555 -0.631
C 2.792 -1.005 -0.761
C 1.635 -0.575 -0.538
O 1.193 0.538 -0.095
Cs -3.546 1.918 1.196
H 5.911 1.396 0.570
H 4.921 -1.264 -0.370
```

Its LUMO energy (alpha / beta) is -9.316 / -10.116 eV. As for the charge: +2. The value obtained for the max |F| is 3.73 eV Å⁻¹. As for the frontier orbital gap (alpha / beta): 0.274 / 0.247 hartree. The HOMO energy (alpha / beta) is -0.6165 / -0.6189 Ha.